DFT (ωB97M-V with the def2-TZVPD basis set) results for C19H13AuNOS7 as an isolated structure.

Properties
Charge: -1
HOMO level (eV): -5.2
Lowest unoccupied orbital energy (Eh): 0.0831
Frontier orbital gap (eV): 7.5
ΔE to the lowest compared entry with this formula, charge and spin (eV): 0.140
Total energy (Ha): -3784.91351

Atoms and positions in Å:
Au -0.27304 -2.12705 1.30117
S -2.47938 -2.95780 5.15208
C -1.66583 -2.62568 3.78110
S -0.85718 -1.13621 3.33145
S -1.40404 -3.73074 2.43584
S -0.54739 -3.32292 -0.76516
C -1.89399 -2.30205 -1.25091
C -2.53181 -2.48959 -2.48187
C -3.52047 -1.60589 -2.85072
C -3.86037 -0.55895 -2.00210
C -3.18521 -0.46146 -0.79969
N -2.23420 -1.30913 -0.42896
H -2.23853 -3.30585 -3.12558
H -4.02218 -1.72478 -3.80239
H -4.62099 0.16015 -2.26876
H -3.40367 0.33110 -0.09293
O 1.20767 -0.92408 0.47864
C 1.25942 0.44255 0.34915
C 0.58116 0.86842 -0.95591
C 0.14120 0.00670 -1.91255
C -0.35068 0.66137 -3.06984
C -0.24963 2.01307 -2.98431
S 0.43118 2.50037 -1.49039
C 0.67718 1.16874 1.55275
C 1.19286 1.11969 2.81736
C 0.42148 1.83330 3.76346
C -0.67559 2.40909 3.20122
S -0.77766 2.08090 1.52872
C 2.73455 0.81293 0.20433
C 3.67322 0.04836 -0.42171
C 4.93718 0.68445 -0.50209
C 4.93129 1.92534 0.05839
S 3.39421 2.31605 0.70327
H 0.20936 -1.05986 -1.77684
H -0.76149 0.14519 -3.92363
H -0.55217 2.74798 -3.70856
H 2.08878 0.56428 3.04859
H 0.65707 1.89634 4.81386
H -1.43880 2.98828 3.69039
H 3.44021 -0.93373 -0.79764
H 5.81249 0.23755 -0.94860
H 5.75378 2.61357 0.14936

Here are the natural (NBO) charges for atoms 1 to 2, given in e: 1.036 -0.101